Record 1
Entry from OMol25: a structure of composition C38H47BN11O8W (the ωB97M-V functional and the def2-TZVPD basis).

The molar mass comes out at 980.51 g/mol. Its expectation value of S² is 3.77. For the energy above the lowest of the compared OMol25 structures with the same formula, charge and spin, the calculation gives 1.429 eV. For the total energy, the calculation gives -2772.5776 hartree. The HOMO energy (alpha / beta) is -6.32 / -6.62 eV. The calculation puts the HOMO-LUMO gap (alpha / beta) at 6.69 / 6.14 eV. The spin multiplicity is 4.

Last column: Löwdin charge in e.
Geometry (Å):
W1 -0.09 -0.80 0.43  1.848
C1 -0.32 -4.40 1.25  -0.008
C2 -0.12 -3.97 -0.17  -0.279
C3 -0.03 -4.83 -1.26  0.032
C4 0.21 -4.04 -2.36  -0.256
C5 0.42 -4.45 -3.78  -0.010
N1 0.26 -2.77 -1.94  0.046
N2 0.05 -2.71 -0.60  -0.019
B1 0.77 -1.53 -2.70  -0.530
N3 -0.36 -0.50 -2.72  0.047
N4 -0.75 0.06 -1.57  -0.003
C6 -1.95 0.88 -1.85  -0.412
C7 -1.80 2.36 -1.49  0.006
C8 -2.12 0.70 -3.33  0.040
C9 -1.16 -0.11 -3.79  -0.245
C10 -0.88 -0.57 -5.17  -0.013
N5 1.96 -0.94 -1.93  0.041
N6 1.84 -0.43 -0.67  -0.003
C11 3.05 -0.02 -0.29  -0.293
C12 3.38 0.59 1.03  0.000
C13 3.97 -0.27 -1.31  0.024
C14 3.24 -0.85 -2.34  -0.276
C15 3.71 -1.32 -3.67  -0.014
H1 0.15 -5.37 1.38  0.090
H2 0.11 -3.70 1.95  0.061
H3 -1.39 -4.51 1.45  0.088
H4 -0.13 -5.90 -1.23  0.117
H5 0.25 -5.52 -3.87  0.084
H6 -0.28 -3.93 -4.44  0.076
H7 1.43 -4.23 -4.12  0.079
H8 1.10 -1.83 -3.80  0.115
H9 -1.37 2.48 -0.51  0.060
H10 -1.16 2.86 -2.21  0.076
H11 -2.79 2.82 -1.53  0.094
H12 -2.88 1.19 -3.92  0.124
H13 -1.61 -0.13 -5.85  0.085
H14 0.12 -0.28 -5.49  0.084
H15 -0.95 -1.66 -5.25  0.076
H16 2.54 1.17 1.41  0.051
H17 3.64 -0.18 1.75  0.096
H18 4.23 1.25 0.92  0.083
H19 5.02 -0.06 -1.31  0.116
H20 4.78 -1.14 -3.76  0.083
H21 3.53 -2.39 -3.80  0.082
H22 3.20 -0.80 -4.48  0.082
O1 0.79 0.45 6.69  0.126
C16 1.62 0.67 5.64  -0.471
O2 2.79 0.84 5.80  0.153
C17 0.93 0.81 4.32  -0.050
C18 0.12 1.86 3.92  0.010
N7 -0.20 1.64 2.64  0.057
N8 0.33 0.52 2.20  -0.033
C19 1.01 -0.02 3.19  -0.133
C20 1.62 -1.35 2.89  -0.568
O3 2.32 -1.94 3.68  0.114
O4 1.32 -1.75 1.68  -0.172
H23 -0.10 0.26 6.37  0.113
H24 -0.20 2.74 4.44  0.142
H25 -0.80 2.16 2.00  0.157
C21 1.67 2.42 -2.53  -0.029
N9 2.54 3.08 -1.58  -0.065
C22 3.77 3.62 -2.12  -0.162
C23 4.80 3.84 -1.03  -0.151
C24 4.16 4.57 0.12  -0.160
N10 3.01 3.82 0.59  -0.093
C25 2.60 4.03 1.96  -0.034
C26 2.15 3.17 -0.27  -0.488
O5 1.10 2.66 0.12  0.009
H26 2.21 1.60 -3.02  0.084
H27 1.34 3.13 -3.29  0.100
H28 0.81 2.01 -2.00  0.051
H29 3.57 4.56 -2.65  0.127
H30 4.15 2.92 -2.86  0.121
H31 5.65 4.41 -1.43  0.118
H32 5.18 2.87 -0.69  0.108
H33 3.87 5.58 -0.18  0.130
H34 4.86 4.66 0.96  0.123
H35 3.44 3.83 2.63  0.096
H36 1.79 3.36 2.19  0.057
H37 2.26 5.06 2.12  0.096
O6 -1.60 0.52 0.74  -0.357
N11 -2.91 0.44 0.35  -0.127
C27 -3.13 0.21 -1.07  -0.201
C28 -4.49 0.73 -1.45  -0.046
C29 -5.39 1.16 -0.56  -0.102
C30 -5.08 1.22 0.85  -0.100
C31 -3.83 0.90 1.23  -0.083
H38 -3.04 -0.87 -1.27  0.137
H39 -4.73 0.71 -2.51  0.100
H40 -6.36 1.49 -0.90  0.099
H41 -5.81 1.53 1.59  0.085
H42 -3.47 0.97 2.25  0.130
O7 -2.83 -2.45 0.33  0.040
C32 -2.52 -2.16 1.48  -0.588
O8 -1.33 -1.76 1.84  -0.193
C33 -3.51 -2.23 2.60  -0.137
C34 -4.84 -2.49 2.30  -0.016
C35 -5.79 -2.53 3.31  -0.076
C36 -5.41 -2.30 4.62  -0.090
C37 -4.08 -2.04 4.93  -0.084
C38 -3.14 -2.01 3.92  -0.024
H43 -5.11 -2.66 1.26  0.120
H44 -6.83 -2.72 3.07  0.101
H45 -6.16 -2.33 5.41  0.099
H46 -3.79 -1.88 5.96  0.098
H47 -2.09 -1.81 4.14  0.109

Record 2
Entry from OMol25: a structure of composition C38H47BrFN3O2PmS4 (the ωB97M-V functional and the def2-TZVPD basis).

The charge is +1. The molar mass comes out at 949.98 g/mol. Its expectation value of S² is 6.01. For the total energy, the calculation gives -6665.9281 hartree. The HOMO energy (alpha / beta) is -9.48 / -9.49 eV. The calculation puts the HOMO-LUMO gap (alpha / beta) at 7.30 / 7.41 eV. The spin multiplicity is 5.

Last column: Löwdin charge in e.
Geometry (Å):
Pm1 0.26 0.72 0.17  1.784
C1 1.05 -3.52 -1.54  -0.469
C2 -0.33 -3.63 -0.91  -0.482
S1 -0.51 -2.68 0.64  0.890
C3 0.53 -3.65 1.81  -0.471
C4 1.95 -3.16 1.92  -0.486
S2 2.02 -1.41 2.49  0.817
C5 3.81 -1.30 2.87  -0.507
C6 4.72 -1.59 1.69  -0.493
S3 4.15 -0.70 0.18  0.866
C7 4.18 -2.08 -1.04  -0.492
C8 3.23 -1.83 -2.20  -0.470
S4 1.46 -1.74 -1.77  0.885
H1 1.06 -4.01 -2.52  0.090
H2 1.80 -3.99 -0.91  0.067
H3 -0.57 -4.67 -0.70  0.092
H4 -1.09 -3.20 -1.57  0.072
H5 0.49 -4.69 1.50  0.093
H6 0.02 -3.55 2.77  0.074
H7 2.46 -3.21 0.96  0.035
H8 2.49 -3.76 2.65  0.097
H9 4.00 -2.00 3.69  0.086
H10 3.95 -0.29 3.24  0.062
H11 4.74 -2.66 1.47  0.071
H12 5.73 -1.26 1.93  0.079
H13 3.93 -3.00 -0.53  0.057
H14 5.19 -2.16 -1.44  0.087
H15 3.34 -2.61 -2.96  0.096
H16 3.44 -0.86 -2.65  0.049
C9 -4.62 0.09 -2.07  -0.040
C10 -3.40 -0.81 -1.82  -0.352
C11 -2.12 -0.06 -2.21  -0.087
C12 -3.42 -1.37 -0.41  -0.170
C13 -4.10 -2.58 -0.28  -0.046
C14 -4.28 -3.17 0.95  -0.069
C15 -3.77 -2.56 2.07  -0.046
C16 -3.06 -1.37 1.99  -0.184
C17 -2.55 -0.82 3.32  -0.342
C18 -1.05 -0.51 3.36  -0.097
C19 -3.37 0.37 3.82  -0.038
C20 -2.86 -0.77 0.73  -0.273
N1 -2.10 0.44 0.65  -0.112
C21 -2.82 1.57 0.87  -0.290
C22 -4.23 1.64 0.98  -0.044
C23 -4.88 2.82 1.24  -0.075
C24 -4.19 4.02 1.41  -0.086
C25 -2.81 4.00 1.31  -0.021
C26 -2.19 2.81 1.04  -0.162
F1 -0.76 2.79 0.98  -0.101
H17 -4.65 0.38 -3.12  0.084
H18 -4.58 0.98 -1.46  0.065
H19 -5.54 -0.45 -1.84  0.086
H20 -3.49 -1.66 -2.50  0.131
H21 -2.13 0.95 -1.80  0.064
H22 -2.07 0.03 -3.29  0.087
H23 -1.23 -0.61 -1.86  0.031
H24 -4.52 -3.04 -1.16  0.117
H25 -4.82 -4.10 1.03  0.106
H26 -3.94 -3.01 3.04  0.114
H27 -2.71 -1.63 4.05  0.131
H28 -0.76 0.30 2.68  0.033
H29 -0.49 -1.41 3.11  -0.007
H30 -0.77 -0.21 4.37  0.094
H31 -3.09 1.29 3.31  0.067
H32 -3.19 0.50 4.89  0.084
H33 -4.43 0.20 3.67  0.090
H34 -4.80 0.72 0.88  0.120
H35 -5.96 2.82 1.32  0.111
H36 -4.71 4.93 1.63  0.103
H37 -2.21 4.88 1.47  0.120
Br1 3.79 0.51 -7.71  0.766
C27 3.02 0.85 -6.01  -0.665
C28 1.65 0.70 -5.84  -0.099
C29 1.09 0.91 -4.59  0.003
C30 1.91 1.24 -3.52  -0.147
C31 3.28 1.41 -3.71  -0.025
C32 3.84 1.22 -4.95  -0.106
C33 1.35 1.27 -2.14  -0.670
O1 2.06 0.82 -1.20  -0.292
O2 0.18 1.69 -1.91  -0.142
H38 1.03 0.39 -6.66  0.108
H39 0.03 0.78 -4.43  0.116
H40 3.89 1.68 -2.86  0.129
H41 4.90 1.34 -5.10  0.108
N2 1.16 4.13 -0.63  0.169
C34 1.95 3.83 0.43  -0.362
C35 2.79 4.83 0.97  -0.002
C36 3.58 4.53 2.05  -0.046
C37 3.53 3.24 2.58  -0.059
C38 2.66 2.33 2.02  -0.140
N3 1.88 2.59 0.96  -0.006
H42 1.28 5.01 -1.09  0.119
H43 0.61 3.41 -1.08  0.061
H44 2.78 5.82 0.54  0.117
H45 4.22 5.28 2.48  0.117
H46 4.14 2.97 3.43  0.106
H47 2.57 1.32 2.42  0.064